Entry 1:
Computed, not measured: C15H25NO4 as an isolated structure, with the ωB97M-V functional and the def2-TZVPD basis.

Geometry as XYZ:
```
45
Properties=species:S:1:pos:R:3:forces:R:3
C -2.19784 6.85687 -0.16516 4.6802 1.9863 -3.5649
C -1.48911 5.80081 0.46742 -1.6292 -6.0283 3.7720
O -1.96182 4.62348 -0.27974 2.7915 -2.8882 1.7075
C -1.37204 3.33648 0.21895 -1.2413 3.0544 -2.5532
C -1.63750 2.23255 -0.49525 -5.9532 -6.5577 -2.8093
C -1.39261 0.83458 -0.03605 -0.3351 2.9036 -0.6571
C -0.53356 0.59337 1.14285 -4.6548 2.0845 -8.9695
C -0.04937 1.82026 1.52156 -0.9433 -2.2216 -0.1201
C -0.47688 3.05730 1.17568 1.4910 5.1279 3.5630
H -0.11110 3.97357 1.85999 -0.5980 -2.2943 -1.5209
H 0.42319 1.63176 2.35386 3.5983 0.7497 4.5722
O -0.23720 -0.68889 1.06511 3.6407 -0.6261 5.0394
C 0.91425 -0.82203 2.22836 -13.7114 -9.7468 0.6509
C 2.07165 -0.61324 1.76959 13.5847 1.7643 -3.1868
O 2.82637 -1.63591 0.94201 -2.8819 -1.4648 15.1499
C 2.88279 -1.52597 -0.23684 4.0177 6.3905 -11.5434
C 1.73974 -1.55578 -1.07602 -1.4524 -3.7306 -7.5319
N 1.21405 -3.00514 -1.35237 -1.3557 4.2796 1.2793
H 1.89877 -3.40858 -1.91844 0.9817 -1.7166 -0.2951
C 0.55253 -3.68232 -0.21365 5.5080 -0.2689 -1.8985
C 0.10032 -5.00122 -0.71850 -5.6994 -0.6545 6.5721
O -1.39931 -5.06776 -1.11753 2.8714 2.7936 -1.5156
C -1.45317 -4.39175 -2.49122 4.0159 1.0269 1.6607
H -0.88258 -5.07829 -3.07704 -0.0248 -0.4757 -1.0101
H -0.94614 -3.30390 -2.78842 -0.9824 -2.5559 1.9691
H -2.41690 -4.28635 -2.75859 -3.3896 -0.2017 -0.8172
H 0.07950 -5.54784 0.37117 0.0209 0.0972 -3.0479
H 0.58089 -5.48151 -1.46168 2.2060 -1.4167 -2.1780
H -0.15550 -3.07618 0.22168 -2.0754 1.2386 0.4840
H 1.38164 -3.75746 0.59803 -1.4077 -0.6542 -0.7521
H 1.79989 -1.14839 -2.30038 0.9271 -0.9426 3.5852
H 0.91402 -1.04883 -0.85895 -3.1750 2.3394 1.8447
H 3.60969 -2.14780 -0.65969 1.3302 -1.4878 -0.5701
H 3.44270 -0.42624 -0.45760 -0.9673 -1.5010 -0.3172
H 2.82804 -0.55444 2.74036 -1.7074 0.3780 -2.4631
H 2.03073 0.34031 1.15614 0.8065 -0.7035 0.6275
H 0.56906 -0.28356 2.99644 -0.9932 2.4135 2.7198
H 0.44350 -2.03025 2.59777 2.3655 3.3554 -0.9622
H -1.84219 -0.00724 -0.66723 0.8376 1.2687 1.1342
H -2.66685 2.14839 -1.31542 3.5989 0.9277 2.1350
H -0.41514 5.80905 0.57758 0.3477 0.3263 -0.4227
H -1.91694 5.40574 1.63529 1.1807 2.0702 -2.7413
H -3.17721 6.61463 -0.15678 -3.3459 0.2113 0.2487
H -1.74868 7.71859 0.35136 -1.2343 0.6674 -0.7181
H -1.82371 6.77911 -1.38869 -1.0433 0.6825 3.4511
```
Forces are in eV/Å.

Properties
**Lowest unoccupied orbital energy**: 0.5619 eV
**Relative energy (zero: lowest compared OMol25 entry of this formula, charge and spin)**: 15.166 eV
**Kohn-Sham gap**: 8.63 eV
**E_tot**: -25624.7351 eV
**Charge**: 0



Entry 2:
Computed, not measured: a 2-piece molecular cluster, C15H25OSi overall, with the ωB97M-V functional and the def2-TZVPD basis.

Geometry as XYZ:
```
42
Properties=species:S:1:pos:R:3:forces:R:3
C 4.07861 0.21444 2.28656 0.6323 -0.0657 -0.0970
O 2.69280 0.52379 2.02887 -0.9249 -1.2536 -0.6777
C 1.86360 -0.46785 1.79362 0.5907 0.9869 2.8370
C 0.47346 -0.21841 2.05428 -0.5526 0.2038 -0.0701
C -0.42742 -1.29597 2.26159 0.2140 0.0154 -0.2930
C -1.78185 -1.05644 2.46405 0.3146 -0.3681 -0.0941
C -2.28239 0.25413 2.48140 0.0610 -0.2312 -0.1373
C -3.76437 0.48658 2.55176 -0.1626 0.1585 0.1306
C -1.37498 1.32428 2.43343 0.3199 -0.0899 -0.1625
C -0.02160 1.10626 2.22843 -0.0168 -0.4324 -0.0938
H 4.54985 1.19324 2.38716 0.0615 -0.2980 -0.0719
H 4.18465 -0.34903 3.22586 -0.2500 0.2230 -0.3084
H 4.52157 -0.35924 1.45601 -0.2847 0.3114 0.1802
H 2.28489 -1.48543 1.81979 -0.2381 0.5259 0.1732
H -0.00956 -2.30812 2.28100 -0.3902 0.2369 -0.1840
H -2.48255 -1.89445 2.57664 0.4229 0.3633 -0.0091
H -3.99334 1.55288 2.57066 0.0173 -0.0858 0.0372
H -4.30023 0.05246 1.69638 0.3257 0.0092 0.1264
H -4.19443 0.02859 3.44979 0.1263 0.0508 -0.1002
H -1.75576 2.33723 2.52620 0.1262 -0.1149 0.0075
H 0.68388 1.92774 2.22082 -0.1501 0.0526 -0.1774
C 5.50622 -0.01328 -4.78838 -0.0146 -0.1596 -0.1875
Si 4.80030 0.07892 -3.05544 0.0862 0.1507 -0.0010
C 6.19440 0.35777 -1.84299 0.1963 0.0621 0.1665
C 3.54070 1.44929 -2.95310 -0.0973 0.2591 -0.0401
C 3.90494 -1.53093 -2.56183 0.3035 0.0397 0.1709
C 3.43168 -1.60908 -1.13209 -0.1749 0.1495 -0.3012
C 2.27470 -1.07358 -0.69712 -0.1186 0.0153 -1.0287
H 4.72843 -0.18629 -5.54527 0.1533 0.0259 0.1767
H 6.00424 0.93332 -5.04783 -0.1486 -0.2027 0.1384
H 6.25640 -0.80975 -4.89342 -0.1831 0.1567 0.0588
H 5.83164 0.34338 -0.80569 0.0965 0.0388 -0.1637
H 6.97314 -0.41286 -1.94128 -0.1906 0.1815 0.0317
H 6.66891 1.33410 -2.02043 -0.0960 -0.2429 0.0741
H 3.02360 1.44773 -1.98434 0.1150 0.0877 -0.1807
H 4.03596 2.42249 -3.08134 -0.1864 -0.1754 0.0555
H 2.78579 1.35183 -3.74680 0.1582 0.0265 0.1951
H 3.07330 -1.64991 -3.27312 0.1803 -0.0734 0.2944
H 4.64664 -2.32328 -2.73987 -0.3332 0.0291 -0.0090
H 4.09333 -2.17291 -0.46015 -0.4901 0.0105 -0.1240
H 1.75282 -1.42135 0.18806 0.2611 -0.0173 -0.6263
H 1.67656 -0.41556 -1.35098 0.2405 -0.5601 0.2843
```
Forces are in eV/Å.

Properties
**Lowest unoccupied orbital energy**: -4.9807 eV
**Relative energy (zero: lowest compared OMol25 entry of this formula, charge and spin)**: 0.708 eV
**Kohn-Sham gap**: 7.06 eV
**E_tot**: -25878.0693 eV
**Charge**: +1



Question: What is the formula in the first record?
Answer: C15H25NO4



Question: relative energy (zero: lowest compared OMol25 entry of this formula, charge and spin) of number 2 (C15H25OSi)?
Answer: 0.708 eV



Question: Among the records above, which one has the highest relative energy (zero: lowest compared OMol25 entry of this formula, charge and spin)?
Answer: C15H25NO4